{
  "formula": "C3H3NO2",
  "method": "the ωB97M-V functional and the def2-TZVPD basis",
  "elements": ["O", "C", "C", "O", "C", "N", "H", "H", "H"],
  "positions_angstrom": [[0.170, 1.370, -1.069], [0.255, 0.297, -0.292], [-0.861, -0.257, 0.372], [-2.050, 0.112, 0.363], [1.550, -0.294, -0.156], [2.561, -0.834, 0.012], [-0.736, 1.727, -1.026], [-0.351, -0.722, 1.381], [-0.547, -1.415, 0.507]],
  "e_above_lowest_kcal_mol": 109.9,
  "total_energy_ev": -8740.3650,
  "orbital_gap_ev": [7.83, 7.82],
  "homo_ev": [-9.06, -9.06]
}

=====

{
  "formula": "C3H3NO2P2",
  "method": "the ωB97M-V functional and the def2-TZVPD basis",
  "elements": ["C", "C", "C", "N", "O", "O", "P", "P", "H", "H", "H"],
  "positions_angstrom": [[-0.100, -0.303, 0.447], [0.247, -0.926, -0.837], [-1.439, 0.280, 0.773], [1.570, -0.502, -1.087], [0.986, 0.264, 1.058], [-0.379, -1.508, -1.671], [2.193, 0.960, -1.632], [2.444, 0.135, 0.448], [-2.113, 0.223, -0.127], [-1.294, 1.464, 1.001], [-2.115, -0.087, 1.628]],
  "e_above_lowest_kcal_mol": 16.6,
  "total_energy_ev": -27319.1796,
  "orbital_gap_ev": [6.78, 7.02],
  "homo_ev": [-8.06, -8.21]
}

=====

{
  "formula": "C3H3NO2S",
  "method": "the ωB97M-V functional and the def2-TZVPD basis",
  "elements": ["C", "C", "C", "H", "H", "H", "N", "O", "O", "S"],
  "positions_angstrom": [[-0.874, 0.193, -0.118], [-0.254, 1.400, -0.088], [1.122, -0.219, 0.042], [-2.567, -1.491, 0.356], [-0.602, 2.378, 0.185], [2.290, -1.683, -0.026], [0.032, -0.841, -0.165], [1.081, 1.134, -0.068], [2.389, -0.665, -0.056], [-2.618, -0.207, -0.063]],
  "e_above_lowest_kcal_mol": 43.5,
  "total_energy_ev": -19578.8888,
  "orbital_gap_ev": 9.12,
  "homo_ev": -8.53
}

=====

{
  "formula": "C3H3NO2S",
  "method": "the ωB97M-V functional and the def2-TZVPD basis",
  "elements": ["O", "C", "N", "O", "C", "C", "S", "H", "H", "H"],
  "positions_angstrom": [[-0.366, 2.156, -0.117], [-0.554, 0.799, -0.047], [-1.805, 0.418, -0.015], [-1.764, -0.968, -0.060], [-0.491, -1.368, -0.160], [0.324, -0.280, -0.098], [2.087, -0.115, -0.139], [0.601, 2.300, -0.197], [-0.385, -2.422, -0.304], [2.352, -0.520, 1.138]],
  "e_above_lowest_kcal_mol": 64.4,
  "total_energy_ev": -19577.9830,
  "orbital_gap_ev": 10.32,
  "smiles": "Oc1nocc1S",
  "homo_ev": -9.94
}